No. 1
# C4H8NO3

A cluster of 2 separate species, C4H8NO3 in total (ωB97M-V/def2-TZVPD, OMol25).

Properties
spin multiplicity = 1
lowest unoccupied orbital energy = 4.0 eV
ΔE to the lowest compared entry with this formula, charge and spin = 3.8 kcal per mole
E_HOMO = -4.70 eV
net charge = -1
energy = -11913.130 eV

XYZ file:
```
16
C4H8NO3 (ωB97M-V/def2-TZVPD)
C -0.568 1.030 1.850
C -1.650 1.345 0.853
O -2.777 1.664 1.221
N -1.377 1.065 -0.435
H -2.117 1.278 -1.078
H -0.423 0.973 -0.791
H -0.824 1.406 2.844
H 0.356 1.552 1.574
H -0.325 -0.034 1.873
C 1.373 -1.913 -1.614
C 1.405 -0.882 -0.457
O 1.546 -1.323 0.696
O 1.296 0.321 -0.846
H 0.335 -2.129 -1.877
H 1.884 -2.832 -1.313
H 1.864 -1.521 -2.501
```

Atom charges from the natural (NBO) analysis, given in e for atoms 1 to 6: number 1, C, carries -0.7231; number 2, C, carries 0.6721; number 3, O, carries -0.6859; number 4, N, carries -0.8349; number 5, H, carries 0.3722; number 6, H, carries 0.4498

No. 2
# C27H21N2

The ion C27H21N2 with charge +1 (ωB97M-V/def2-TZVPD, OMol25).

Properties
spin multiplicity = 1
lowest unoccupied orbital energy = -2.7 eV
ΔE to the lowest compared entry with this formula, charge and spin = 0.0 kcal per mole
E_HOMO = -11.29 eV
net charge = +1
energy = -31314.717 eV

XYZ file:
```
50
C27H21N2 (ωB97M-V/def2-TZVPD)
C -0.149 -0.337 0.142
C 0.855 -1.171 0.989
C 1.811 -2.014 0.393
C 2.800 -2.669 1.161
C 2.769 -2.606 2.553
C 1.694 -1.940 3.160
C 0.749 -1.262 2.377
C -1.415 0.017 0.965
C -2.562 -0.487 0.327
C -3.822 -0.222 0.848
C -3.910 0.594 1.974
C -2.767 1.121 2.591
C -1.499 0.872 2.055
C -2.171 -1.150 -0.924
C -0.768 -1.151 -1.039
C -0.170 -1.818 -2.102
C -0.979 -2.652 -2.908
C -2.382 -2.569 -2.838
C -2.989 -1.761 -1.871
H 1.826 -2.123 -0.687
H 3.570 -3.251 0.660
H 3.508 -3.135 3.160
H 1.556 -1.961 4.237
H -0.129 -0.826 2.839
H -4.685 -0.698 0.388
H -4.884 0.761 2.428
H -2.837 1.723 3.497
H -0.588 1.327 2.472
H 0.895 -1.695 -2.316
H -0.496 -3.351 -3.600
H -2.997 -3.148 -3.525
H -4.062 -1.637 -1.775
C -1.914 2.220 -0.814
C -0.451 1.967 -0.723
N 0.341 0.926 -0.336
C 1.693 1.340 -0.521
C 1.668 2.647 -0.948
C 2.804 3.379 -1.275
C 4.031 2.702 -1.222
C 4.063 1.352 -0.803
C 2.912 0.691 -0.364
N 0.329 2.994 -1.043
H -2.398 1.429 -1.405
H -2.355 2.334 0.189
H -2.028 3.208 -1.305
H 2.700 4.431 -1.565
H 4.972 3.188 -1.503
H 4.998 0.789 -0.813
H 2.898 -0.285 0.114
H -0.033 3.903 -1.294
```

Atom charges from the natural (NBO) analysis, given in e for atoms 1 to 6: number 1, C, carries 0.0244; number 2, C, carries -0.0723; number 3, C, carries -0.1510; number 4, C, carries -0.2366; number 5, C, carries -0.1716; number 6, C, carries -0.2031

No. 3
# H6O3

A cluster of 3 separate species, H6O3 in total (ωB97M-V/def2-TZVPD, OMol25).

Properties
spin multiplicity = 1
lowest unoccupied orbital energy = 0.5 eV
ΔE to the lowest compared entry with this formula, charge and spin = 10.9 kcal per mole
E_HOMO = -10.77 eV
energy = -6239.782 eV

XYZ file:
```
9
H6O3 (ωB97M-V/def2-TZVPD)
O -20.316 1.413 -6.773
H -19.447 1.093 -6.569
H -20.988 0.770 -6.731
O -22.040 -0.625 -5.765
H -22.875 -0.278 -5.533
H -22.267 -1.560 -5.834
O -21.818 -3.509 -5.266
H -21.979 -4.168 -4.556
H -20.930 -3.130 -5.067
```

Atom charges from the natural (NBO) analysis, given in e for atoms 1 to 6: number 1, O, carries -0.9687; number 2, H, carries 0.4690; number 3, H, carries 0.4927; number 4, O, carries -0.9598; number 5, H, carries 0.4692; number 6, H, carries 0.4918

No. 4
# H12O6

A cluster of 6 separate species, H12O6 in total (ωB97M-V/def2-TZVPD, OMol25).

Properties
spin multiplicity = 1
lowest unoccupied orbital energy = 0.2 eV
ΔE to the lowest compared entry with this formula, charge and spin = 26.1 kcal per mole
E_HOMO = -11.03 eV
energy = -12479.983 eV

XYZ file:
```
18
H12O6 (ωB97M-V/def2-TZVPD)
O 0.356 -2.435 1.222
H 0.191 -2.712 2.123
H -0.496 -2.500 0.791
O -2.227 1.160 -0.911
H -1.463 0.583 -0.940
H -2.777 0.794 -0.218
O 2.075 2.144 0.073
H 2.951 2.257 0.443
H 2.073 2.695 -0.710
O 0.233 0.002 -0.470
H 0.526 -0.711 0.098
H 0.953 0.632 -0.457
O -0.009 -1.784 -2.673
H -0.949 -1.950 -2.742
H 0.096 -1.350 -1.826
O -0.399 1.049 2.440
H -1.243 0.783 2.073
H 0.110 1.341 1.683
```

Atom charges from the natural (NBO) analysis, given in e for atoms 1 to 6: number 1, O, carries -0.9475; number 2, H, carries 0.4845; number 3, H, carries 0.4708; number 4, O, carries -0.9558; number 5, H, carries 0.4886; number 6, H, carries 0.4536

No. 5
# C9H18NO2

The ion C9H18NO2 with charge +1 (ωB97M-V/def2-TZVPD, OMol25).

Properties
spin multiplicity = 1
lowest unoccupied orbital energy (alpha / beta) = -4.6 / -4.3 eV
ΔE to the lowest compared entry with this formula, charge and spin = 65.6 kcal per mole
E_HOMO (alpha / beta) = -12.61 / -12.36 eV
net charge = +1
energy = -15200.511 eV

XYZ file:
```
30
C9H18NO2 (ωB97M-V/def2-TZVPD)
C 2.145 -0.772 0.141
C 2.287 -0.450 -1.375
C 2.764 0.099 1.077
C 0.337 0.629 -0.729
C -2.547 -1.409 0.857
C -0.764 0.877 1.417
C -1.997 1.341 -0.719
C -1.412 -1.059 -0.104
C -0.955 0.413 -0.037
N 0.865 -0.279 -1.739
O 1.557 -1.806 0.459
O 3.472 1.146 0.684
H 2.849 0.468 -1.539
H 2.744 -1.284 -1.910
H 2.628 -0.117 2.128
H 0.782 1.610 -0.738
H -2.907 -2.411 0.638
H -2.199 -1.397 1.887
H -3.388 -0.727 0.763
H -0.271 1.845 1.448
H -1.723 0.969 1.914
H -0.154 0.153 1.950
H -2.966 1.187 -0.254
H -2.085 1.117 -1.779
H -1.723 2.385 -0.599
H -1.746 -1.286 -1.121
H -0.570 -1.706 0.157
H 0.707 0.029 -2.710
H 0.395 -1.189 -1.588
H 3.871 1.626 1.425
```

Atom charges from the natural (NBO) analysis, given in e for atoms 1 to 6: number 1, C, carries 0.3526; number 2, C, carries -0.3030; number 3, C, carries 0.1892; number 4, C, carries 0.1123; number 5, C, carries -0.6015; number 6, C, carries -0.5965

No. 6
# C25H50Cl2O14

A structure of composition C25H50Cl2O14 (ωB97M-V/def2-TZVPD, OMol25).

Properties
spin multiplicity = 1
lowest unoccupied orbital energy = 0.2 eV
ΔE to the lowest compared entry with this formula, charge and spin = 659.0 kcal per mole
E_HOMO = -7.47 eV
energy = -80414.679 eV

XYZ file:
```
91
C25H50Cl2O14 (ωB97M-V/def2-TZVPD)
C -17.928 -8.471 22.360
Cl -17.110 -9.526 21.124
Cl -16.995 -8.692 23.771
H -17.895 -7.479 21.908
H -18.930 -8.855 22.548
C -14.611 -9.534 23.573
C -14.053 -10.851 23.385
O -14.585 -11.585 22.298
C -15.742 -12.203 22.346
O -16.600 -12.145 23.211
O -15.929 -12.783 21.125
C -17.183 -13.333 20.692
H -14.336 -8.885 24.405
H -15.588 -9.811 23.971
H -14.836 -8.998 22.651
H -14.144 -11.412 24.314
H -12.970 -10.781 23.283
H -17.950 -13.770 21.330
H -16.934 -14.017 19.881
H -17.713 -12.539 20.166
C -21.060 -10.759 23.510
C -20.778 -10.182 22.023
O -22.009 -10.392 21.249
C -22.027 -10.643 19.871
O -23.087 -10.642 19.217
O -20.831 -10.938 19.412
C -20.749 -11.452 18.077
H -21.917 -10.345 24.042
H -20.113 -10.621 24.031
H -21.256 -11.831 23.549
H -19.955 -10.818 21.698
H -20.416 -9.154 22.053
H -20.370 -10.680 17.408
H -21.640 -11.909 17.645
H -20.022 -12.256 17.974
O -19.321 -4.494 23.876
C -18.422 -5.174 23.567
O -17.466 -4.856 22.701
C -17.658 -3.686 21.886
C -16.515 -3.480 20.885
C -18.204 -6.533 24.236
H -17.667 -2.758 22.458
H -18.663 -3.689 21.464
H -16.449 -2.566 20.295
H -16.553 -4.334 20.210
H -15.626 -3.720 21.469
H -17.212 -6.677 24.663
H -18.404 -7.313 23.501
H -18.944 -6.788 24.996
O -21.092 -8.702 27.635
C -21.998 -8.419 26.880
O -22.101 -8.736 25.605
C -21.079 -9.402 24.897
C -20.581 -8.529 23.778
C -23.086 -7.510 27.354
H -21.514 -10.345 24.565
H -20.265 -9.710 25.553
H -19.597 -8.782 23.384
H -20.361 -7.471 23.921
H -21.327 -8.614 22.987
H -23.726 -8.030 28.068
H -23.810 -7.265 26.577
H -22.590 -6.648 27.800
O -13.521 -4.176 22.702
C -14.336 -4.939 23.272
O -15.025 -6.018 22.696
C -14.948 -6.356 21.305
C -15.959 -7.351 21.020
C -14.707 -4.803 24.760
H -13.963 -6.774 21.095
H -14.994 -5.455 20.694
H -16.949 -6.898 20.975
H -15.921 -8.048 21.858
H -15.667 -7.910 20.131
H -13.765 -4.652 25.289
H -15.092 -5.712 25.222
H -15.549 -4.112 24.791
O -16.123 -12.509 18.496
C -15.364 -11.703 18.022
O -14.773 -10.687 18.615
C -15.084 -10.386 20.015
C -14.946 -8.873 20.207
C -14.929 -11.745 16.620
H -14.314 -10.808 20.660
H -16.064 -10.708 20.369
H -15.479 -8.235 19.503
H -13.893 -8.599 20.266
H -15.397 -8.692 21.183
H -14.568 -10.741 16.398
H -15.803 -11.892 15.985
H -14.317 -12.643 16.532
```

Atom charges from the Mulliken analysis, given in e for atoms 1 to 6: number 1, C, carries 0.5531; number 2, Cl, carries 0.2666; number 3, Cl, carries -0.1301; number 4, H, carries 0.3727; number 5, H, carries -0.0591; number 6, C, carries 0.0861

No. 7
# C9H11N2O2

The ion C9H11N2O2 with charge -1 (ωB97M-V/def2-TZVPD, OMol25).

Properties
spin multiplicity = 1
lowest unoccupied orbital energy = 3.7 eV
ΔE to the lowest compared entry with this formula, charge and spin = 96.0 kcal per mole
E_HOMO = -1.61 eV
net charge = -1
energy = -16583.474 eV

XYZ file:
```
24
C9H11N2O2 (ωB97M-V/def2-TZVPD)
C -0.804 -1.787 -2.077
C -0.551 -0.451 -2.065
C -0.235 -1.990 0.295
C -0.016 -0.585 0.348
C -0.618 -2.581 -0.929
C -0.134 0.140 -0.921
C 0.540 1.796 0.628
C -0.444 2.647 1.350
C 2.011 2.304 0.717
N 0.514 0.168 1.285
N -1.033 -4.004 -0.883
O 0.676 0.105 2.568
O 0.060 1.526 -0.701
H -1.250 -2.067 -3.011
H -0.696 0.030 -2.972
H -0.082 -2.656 1.050
H -1.439 2.783 0.949
H 0.010 3.614 1.386
H -0.528 2.142 2.235
H 2.105 3.106 -0.160
H 2.805 1.444 0.696
H 2.062 2.742 1.763
H -1.774 -3.973 -1.542
H -1.178 -4.453 -0.007
```

Atom charges from the natural (NBO) analysis, given in e for atoms 1 to 6: number 1, C, carries -0.4139; number 2, C, carries -0.2724; number 3, C, carries -0.4015; number 4, C, carries 0.1091; number 5, C, carries 0.1935; number 6, C, carries 0.2358